The following is a quantum chemistry calculation of an isolated molecule of C27H28N2O3, from the Open Molecules 2025 dataset.

* total energy: -37577.4950 eV
* energy above the lowest of the compared OMol25 structures with the same formula, charge and spin: 0.4756 eV
* E_HOMO: -0.313 hartree
* largest force on an atom: 0.62 eV/A

CARTESIAN COORDINATES (ANGSTROEM)
C 5.378 5.064 1.618
H 4.999 6.080 1.718
O 4.510 4.420 0.718
C 4.756 3.123 0.390
C 3.869 2.547 -0.524
C 4.031 1.241 -0.925
C 5.077 0.468 -0.427
C 5.950 1.040 0.483
C 5.802 2.356 0.890
H 6.506 2.768 1.596
H 6.768 0.457 0.882
C 5.215 -0.968 -0.859
N 4.036 -1.733 -0.499
C 3.157 -2.175 -1.420
O 3.345 -2.063 -2.615
C 1.883 -2.836 -0.895
C 0.696 -1.935 -1.265
H 0.784 -0.982 -0.736
C -0.617 -2.614 -0.875
N -0.604 -2.945 0.530
C -1.411 -2.406 1.473
O -1.314 -2.685 2.654
C -2.457 -1.453 0.978
C -3.766 -1.887 0.811
C -4.749 -0.999 0.420
C -4.448 0.342 0.190
C -3.135 0.771 0.370
C -2.150 -0.115 0.763
H -1.138 0.234 0.913
H -2.889 1.812 0.220
C -5.495 1.287 -0.226
C -5.245 2.234 -1.216
C -6.231 3.120 -1.607
C -7.481 3.078 -1.012
C -7.740 2.142 -0.025
C -6.757 1.251 0.363
H -6.958 0.534 1.146
H -8.712 2.108 0.445
H -8.250 3.773 -1.317
H -6.025 3.846 -2.380
H -4.276 2.261 -1.694
H -5.760 -1.350 0.274
H -4.009 -2.924 0.989
C 0.484 -3.814 0.920
C 1.826 -3.151 0.599
H 1.892 -2.232 1.188
H 2.637 -3.821 0.889
H 0.395 -4.764 0.381
H 0.386 -3.999 1.992
H -0.732 -3.541 -1.451
H -1.465 -1.964 -1.092
H 0.709 -1.735 -2.337
H 1.781 -3.772 -1.458
H 3.811 -1.778 0.480
H 5.298 -1.036 -1.948
H 6.098 -1.425 -0.402
H 3.348 0.805 -1.639
H 3.064 3.154 -0.906
H 6.403 5.096 1.235
H 5.371 4.579 2.600

***

The following is a quantum chemistry calculation of a structure of composition C27H28N2O5P2Tc at a distorted geometry, from the Open Molecules 2025 dataset.

* total energy: -62424.1988 eV
* <S²>: 3.920
* E_HOMO (spin up / spin down): -0.510 / -0.514 hartree
* largest force on an atom: 7.98 eV/A
* spin multiplicity: 4
* total charge: +2

CARTESIAN COORDINATES (ANGSTROEM)
C -1.673 2.835 -3.824
C -1.228 1.591 -3.389
C 0.124 1.232 -3.729
C 1.134 2.255 -3.968
C 0.640 3.605 -3.988
C -0.739 3.863 -4.024
C 2.451 1.778 -4.134
C 2.776 0.488 -3.649
C 1.665 -0.420 -3.456
C 1.850 -1.707 -2.877
C 3.134 -2.265 -2.953
C 4.242 -1.416 -3.085
C 4.072 -0.044 -3.321
H -2.733 3.056 -3.915
H 1.356 4.409 -4.031
H -1.096 4.864 -4.271
H 3.239 2.449 -4.458
H 3.290 -3.332 -2.821
H 5.250 -1.846 -3.046
H 4.913 0.635 -3.323
N 0.441 -0.062 -3.893
Tc -0.444 -0.151 0.850
C -2.117 0.604 -2.627
H -1.963 -0.417 -3.020
H -3.150 0.926 -2.800
C 0.659 -2.432 -2.268
H -0.218 -2.339 -2.932
H 0.955 -3.483 -2.181
P -2.066 0.554 -0.762
P 0.114 -2.018 -0.526
C 1.440 -2.784 0.464
H 1.179 -2.743 1.529
H 1.588 -3.822 0.145
H 2.372 -2.222 0.329
C -1.328 -3.120 -0.274
H -0.954 -4.145 -0.182
H -1.860 -2.827 0.644
H -2.001 -3.031 -1.135
C -2.354 2.282 -0.345
H -3.332 2.586 -0.720
H -2.303 2.404 0.742
H -1.586 2.907 -0.810
C -3.477 -0.385 -0.193
H -3.365 -0.567 0.881
H -4.371 0.205 -0.387
H -3.531 -1.334 -0.723
C -1.162 -0.599 2.519
O -1.540 -0.816 3.609
H -0.196 0.333 -0.645
O 2.979 0.160 0.828
C 2.207 0.760 1.579
O 0.938 1.086 1.279
C 2.552 1.227 2.963
C 1.934 2.373 3.513
C 1.835 2.489 4.888
C 2.390 1.481 5.709
C 3.193 0.473 5.154
C 3.308 0.363 3.776
N 1.922 1.337 7.043
O 1.053 2.158 7.421
O 2.337 0.403 7.763
H 1.538 3.161 2.870
H 1.255 3.288 5.339
H 3.676 -0.240 5.804
H 3.966 -0.373 3.317

***

The following is a quantum chemistry calculation of a structure of composition C27H28NOPPtS2, from the Open Molecules 2025 dataset.

* total energy: -66198.9443 eV
* energy above the lowest of the compared OMol25 structures with the same formula, charge and spin: 0.0631 eV
* E_HOMO: -0.290 hartree
* largest force on an atom: 0.50 eV/A

CARTESIAN COORDINATES (ANGSTROEM)
Pt 0.592 -0.713 0.244
C 4.417 -0.915 -1.635
C 5.282 -0.599 -0.598
C 4.770 -0.422 0.671
C 3.405 -0.566 0.894
N 2.579 -0.877 -0.126
C 3.073 -1.031 -1.362
C 2.728 -0.314 2.157
C 3.427 -0.177 3.354
C 2.750 0.132 4.518
C 1.377 0.322 4.452
C 0.691 0.163 3.254
C 1.332 -0.190 2.070
H 4.765 -1.052 -2.649
H 6.341 -0.472 -0.783
H 5.411 -0.140 1.494
H 2.359 -1.260 -2.138
H 4.501 -0.318 3.376
H 3.279 0.229 5.457
H 0.826 0.591 5.347
H -0.371 0.336 3.262
S -2.088 0.795 -3.091
P -1.772 -0.716 -1.905
S 0.001 -1.700 -1.910
C -3.118 -1.941 -2.010
C -4.433 -1.473 -2.040
C -5.490 -2.368 -2.076
C -5.244 -3.737 -2.099
C -3.939 -4.205 -2.082
C -2.875 -3.310 -2.029
C -1.840 -0.249 -0.131
C -1.714 -1.243 0.860
C -2.151 -0.971 2.168
C -2.645 0.269 2.488
C -2.688 1.287 1.523
C -2.296 1.035 0.230
H -4.618 -0.405 -2.056
H -6.509 -1.999 -2.097
H -6.071 -4.435 -2.137
H -3.743 -5.271 -2.108
H -1.855 -3.671 -2.007
H -1.501 -2.267 0.576
H -2.106 -1.755 2.914
H -2.994 0.468 3.494
H -3.062 2.267 1.792
H -2.383 1.784 -0.548
C 1.621 1.652 -3.173
C 0.911 2.730 -2.394
O 0.933 2.395 -1.013
C 0.482 3.467 -0.210
C 0.596 3.095 1.247
H 1.590 1.882 -4.240
H 1.121 0.694 -3.021
H 2.665 1.574 -2.860
H -0.127 2.811 -2.733
H 1.397 3.704 -2.539
H -0.557 3.713 -0.470
H 1.086 4.359 -0.420
H -0.020 2.228 1.478
H 0.273 3.930 1.871
H 1.628 2.849 1.502

***

The following is a quantum chemistry calculation of a structure of composition C27H29AlClOP at a distorted geometry, from the Open Molecules 2025 dataset.

* total energy: -58927.6475 eV
* energy above the lowest of the compared OMol25 structures with the same formula, charge and spin: 0.0000 eV
* E_HOMO: -0.279 hartree
* largest force on an atom: 2.03 eV/A

CARTESIAN COORDINATES (ANGSTROEM)
C -2.285 2.461 1.228
C -1.794 1.525 0.284
C -2.287 0.220 0.637
H -1.267 1.751 -0.630
C -3.174 0.393 1.804
C -3.077 1.784 2.187
H -3.643 2.249 2.997
H -2.125 3.540 1.189
H -2.302 -0.658 -0.010
H -3.900 -0.348 2.135
Al -1.284 0.137 2.484
Cl -1.013 -1.858 3.005
P 0.954 -0.800 -2.015
C -0.363 -1.737 -2.794
C -0.831 -1.529 -4.106
H -0.303 -0.850 -4.777
C -1.982 -2.192 -4.541
H -2.359 -2.006 -5.549
C -2.662 -3.070 -3.686
H -3.568 -3.569 -4.030
C -2.185 -3.300 -2.388
H -2.710 -3.983 -1.716
C -1.046 -2.642 -1.936
H -0.676 -2.799 -0.918
C 1.227 0.730 -2.946
C 0.099 1.530 -3.260
H -0.908 1.131 -3.136
C 0.268 2.840 -3.708
H -0.610 3.446 -3.945
C 1.559 3.377 -3.822
H 1.688 4.415 -4.143
C 2.682 2.603 -3.492
H 3.684 3.034 -3.558
C 2.521 1.290 -3.048
H 3.390 0.700 -2.763
C 2.459 -1.801 -1.929
C 2.834 -2.768 -2.878
H 2.249 -2.899 -3.789
C 3.968 -3.553 -2.643
H 4.266 -4.303 -3.378
C 4.713 -3.392 -1.467
H 5.597 -4.013 -1.293
C 4.321 -2.447 -0.506
H 4.887 -2.330 0.420
C 3.198 -1.660 -0.727
H 2.865 -0.938 0.022
C -1.221 0.292 6.009
C -0.852 1.491 5.144
C -1.721 2.676 5.515
C 0.613 1.860 5.265
O -1.044 1.235 3.757
H -1.207 0.561 7.075
H -0.514 -0.541 5.885
H -2.238 -0.061 5.790
H -1.561 2.934 6.569
H -1.470 3.555 4.910
H -2.778 2.437 5.362
H 1.234 0.976 5.068
H 0.844 2.635 4.520
H 0.837 2.240 6.268

***

The following is a quantum chemistry calculation of a structure of composition C27H29B2BrF4IN8O6V, from the Open Molecules 2025 dataset.

* total energy: -168705.6247 eV
* energy above the lowest of the compared OMol25 structures with the same formula, charge and spin: 0.0000 eV
* <S²>: 0.756
* E_HOMO (spin up / spin down): -0.509 / -0.509 hartree
* largest force on an atom: 0.19 eV/A
* spin multiplicity: 2
* total charge: +3

CARTESIAN COORDINATES (ANGSTROEM)
V -0.579 1.035 0.660
C 0.785 2.303 4.667
C 0.527 2.125 3.220
N -0.383 1.371 2.723
O -1.069 0.590 3.584
B -1.934 -0.310 2.836
F -1.092 -0.691 1.607
F -2.320 -1.371 3.526
O -3.051 0.422 2.219
N -2.684 0.972 1.042
C -3.659 1.260 0.281
C -5.065 1.086 0.741
C -2.306 2.982 -0.956
N -1.050 2.624 -0.240
O -0.174 3.556 -0.568
B 1.167 3.070 -1.181
F 1.759 4.129 -1.744
F 0.841 2.035 -2.051
O 1.937 2.578 -0.002
N 1.120 2.257 1.014
C 1.405 2.704 2.176
C 2.538 3.608 2.488
C -1.984 3.565 -2.329
H 0.017 1.826 5.266
H 0.832 3.368 4.902
H 1.758 1.874 4.920
H -5.254 0.029 0.950
H -5.796 1.457 0.032
H -5.189 1.608 1.691
H 2.946 4.037 1.578
H 3.326 3.049 2.998
H 2.206 4.398 3.161
H -2.902 3.706 -2.902
H -1.317 2.895 -2.875
H -1.497 4.530 -2.238
O 3.253 0.238 -1.269
C 2.911 -0.985 -1.728
C 3.890 -1.636 -2.483
C 3.675 -2.898 -2.990
C 2.474 -3.563 -2.747
C 1.508 -2.932 -1.998
C 1.698 -1.639 -1.491
C 0.518 -1.077 -0.751
O 0.780 0.132 -0.017
N -0.544 -0.741 -1.700
N -1.396 0.167 -1.139
C -2.383 0.641 -1.777
C -3.223 1.727 -1.104
Br -3.225 4.320 0.133
C -4.433 2.108 -1.916
C -5.285 1.316 -2.634
C -6.321 1.991 -3.371
C -7.235 1.281 -4.101
C -7.162 -0.114 -4.096
C -6.182 -0.814 -3.363
C -5.250 -0.122 -2.650
H 2.526 0.671 -0.807
H 4.818 -1.109 -2.657
H 4.449 -3.375 -3.577
H 2.305 -4.558 -3.134
H 0.573 -3.441 -1.789
H 0.126 -1.807 -0.040
H -0.176 -0.434 -2.598
H -2.580 0.336 -2.801
H -4.670 3.167 -1.890
H -6.356 3.073 -3.346
H -8.007 1.784 -4.666
H -7.889 -0.681 -4.665
H -6.183 -1.895 -3.370
H -4.515 -0.659 -2.066
I 10.275 -9.585 5.284
C 9.524 -7.864 4.654
C 10.224 -6.639 4.490
N 9.333 -5.782 4.058
N 8.067 -6.311 3.908
C 8.172 -7.553 4.265
H 11.260 -6.393 4.662
H 9.475 -4.807 3.833
H 7.321 -8.215 4.248

***

The following is a quantum chemistry calculation of a structure of composition C27H29BIrN12O3PS3 at a distorted geometry, from the Open Molecules 2025 dataset.

* total energy: -97799.8320 eV
* energy above the lowest of the compared OMol25 structures with the same formula, charge and spin: 4.3238 eV
* <S²>: 0.766
* E_HOMO (spin up / spin down): -0.388 / -0.381 hartree
* largest force on an atom: 5.73 eV/A
* spin multiplicity: 2
* total charge: +1

CARTESIAN COORDINATES (ANGSTROEM)
Ir 0.244 -0.100 0.118
C 0.624 -1.238 4.226
C 1.258 -0.780 3.076
N 0.524 -1.110 2.015
N -0.582 -1.748 2.441
C -0.535 -1.848 3.774
B -1.503 -2.505 1.451
N -0.522 -3.194 0.487
C -0.306 -4.469 0.132
C 0.724 -4.503 -0.783
C 1.100 -3.171 -0.944
N 0.335 -2.397 -0.185
N -2.345 -1.600 0.511
C -3.639 -1.707 0.165
C -3.861 -0.948 -0.969
C -2.621 -0.397 -1.277
N -1.728 -0.813 -0.386
N -2.414 -3.385 2.277
C -2.272 -4.647 2.769
C -3.284 -4.869 3.662
C -4.007 -3.658 3.681
N -3.471 -2.773 2.864
H 0.958 -1.150 5.244
H 2.194 -0.264 2.956
H -1.309 -2.344 4.336
H -0.897 -5.275 0.529
H 1.152 -5.363 -1.263
H 1.885 -2.773 -1.556
H -4.322 -2.307 0.736
H -4.788 -0.817 -1.497
H -2.336 0.243 -2.095
H -1.460 -5.291 2.480
H -3.480 -5.764 4.227
H -4.876 -3.398 4.262
C 4.340 -1.944 -4.917
C 2.895 -1.930 -4.478
O 2.816 -1.710 -3.037
P 2.338 -0.342 -2.424
S 2.788 -0.276 -0.476
S 0.361 -0.048 -2.635
O 3.191 0.662 -3.305
C 3.160 2.099 -3.209
C 4.051 2.651 -4.296
H 4.390 -2.108 -5.994
H 4.879 -2.746 -4.414
H 4.819 -0.996 -4.680
H 2.413 -2.890 -4.652
H 2.330 -1.152 -4.993
H 3.525 2.389 -2.220
H 2.128 2.438 -3.333
H 5.061 2.260 -4.183
H 4.085 3.738 -4.229
H 3.669 2.368 -5.276
N 1.951 3.875 3.247
C 1.294 2.853 2.658
O 1.898 1.990 2.010
C -0.166 2.864 2.796
C -0.860 3.990 3.279
N -1.415 4.937 3.635
C -0.803 1.770 2.252
N -1.184 0.804 1.704
H 1.472 4.556 3.811
H 2.954 3.900 3.192
S 0.770 4.451 -0.777
C 0.891 2.749 -0.797
N -0.194 2.085 -0.550
C -1.275 2.948 -0.323
C -2.601 2.611 -0.048
C -3.512 3.621 0.170
C -3.137 4.967 0.117
C -1.839 5.321 -0.177
C -0.919 4.302 -0.398
H 1.844 2.273 -0.961
H -2.898 1.577 -0.001
H -4.541 3.364 0.383
H -3.874 5.734 0.308
H -1.540 6.358 -0.245